(1)
Formula: CH3N2O
Source: the Open Molecules 2025 dataset
Level of theory: ωB97M-V/def2-TZVPD

Summary:
- SMILES: N#[N+]CO
- Net charge: +1
- Relative energy (zero: lowest compared OMol25 entry of this formula, charge and spin): 49.40 kcal per mole
- Total energy: -6102.6402 eV

Last column: Mulliken charge in e.
Element x y z (Å)
N -2.24971 -0.06707 -0.21514  -0.036
N -1.15484 -0.13060 -0.22773  0.580
C 0.15762 -0.27160 -0.01713  -0.143
O 0.89626 1.00625 -0.24603  -0.395
H 0.83328 -0.81222 -0.76903  0.319
H 0.18153 -0.90319 0.94035  0.344
H 1.33586 1.17843 0.53471  0.331

(2)
Formula: C23H15Cl3N2O2P
Source: the Open Molecules 2025 dataset
Level of theory: ωB97M-V/def2-TZVPD

Summary:
- Net charge: -1
- Relative energy (zero: lowest compared OMol25 entry of this formula, charge and spin): 0.00 kcal per mole
- Total energy: -78026.0195 eV

Last column: Mulliken charge in e.
Element x y z (Å)
C -5.73361 -3.16719 -1.31832  -0.370
C -4.66407 -2.82812 -2.15184  -0.633
C -3.54191 -2.18277 -1.62583  -0.311
C -3.48072 -1.88033 -0.26154  0.145
P -1.93403 -1.29023 0.49259  1.044
C -0.68965 -2.37535 -0.26095  0.483
C 0.37730 -1.92789 -1.03594  -0.175
C 1.25176 -2.84161 -1.63143  -0.807
C 1.09450 -4.21339 -1.41033  -0.373
C 0.04273 -4.66295 -0.60609  -0.580
C -0.83921 -3.75378 -0.02439  -0.406
C -1.66708 0.43299 -0.14654  0.237
C -2.64633 1.28642 0.53678  -0.161
N -3.29176 2.09284 1.08789  -0.566
O -1.88179 -1.26491 1.97985  -0.782
C -4.56163 -2.19554 0.57181  -0.308
C -5.67440 -2.84958 0.04482  -0.462
H -6.59608 -3.70048 -1.72180  0.363
H -4.68330 -3.08263 -3.21461  0.363
H -2.69589 -1.96524 -2.28524  0.322
H 0.54538 -0.86429 -1.18157  0.274
H 2.07240 -2.48165 -2.25223  0.410
H 1.78539 -4.93804 -1.84567  0.360
H -0.08072 -5.72724 -0.40561  0.363
H -1.65288 -4.09802 0.61702  0.368
H -1.78900 0.49674 -1.21326  0.372
H -4.50886 -1.96220 1.63910  0.392
H -6.49630 -3.13305 0.70588  0.363
Cl -0.10115 1.10451 0.15606  -0.083
C 2.24846 1.78764 0.94307  -0.429
Cl 2.93027 0.23612 0.88714  -0.249
C 2.61880 2.57644 -0.30146  0.581
O 2.32390 2.33096 -1.45639  -0.712
C 3.58238 3.64544 0.11504  0.072
C 3.55020 4.14897 1.46615  0.552
C 4.55055 5.08712 1.77693  -0.675
C 5.47318 5.47812 0.82825  -0.510
C 5.38882 4.93620 -0.46647  -0.299
N 4.47959 4.02996 -0.77767  -0.570
C 2.59891 3.63827 2.40161  0.351
Cl 2.40478 4.35057 3.92538  -0.317
C 1.87750 2.50112 2.06319  -0.174
H 4.56189 5.55125 2.76513  0.316
H 6.20159 6.26058 1.03237  0.352
H 6.09520 5.27793 -1.21429  0.371
H 1.15491 2.13629 2.77336  0.498

(3)
Formula: C30H24EuF15GeO6S
Source: the Open Molecules 2025 dataset
Level of theory: ωB97M-V/def2-TZVPD

Summary:
- Net charge: +1
- Multiplicity: 8
- Total energy: -171220.0176 eV

Last column: Mulliken charge in e.
Element x y z (Å)
Eu 0.81439 0.16692 0.36944  0.809
C 0.49801 -1.92929 -2.16556  -0.676
C 0.11357 -2.92215 -1.06733  -0.765
O 0.09324 -2.19699 0.16001  0.559
C -0.28631 -2.97609 1.29126  -0.691
C -0.89403 -2.05509 2.33443  -0.830
O -0.09799 -0.87794 2.48058  0.009
C -0.60184 -0.07090 3.54792  -0.925
C 0.02880 1.30925 3.49429  -0.628
O -0.02073 1.74765 2.13944  0.410
C 0.10682 3.15824 1.96715  -0.799
C 0.57052 3.40498 0.52562  -0.671
O 0.05287 2.42898 -0.37555  -0.215
C -1.28387 2.63006 -0.83126  -0.588
C -2.25599 1.74031 -0.06373  -0.683
O -1.80737 0.38230 -0.01454  -0.033
C -2.33432 -0.48584 -1.02126  -0.715
C -1.45943 -0.51526 -2.27108  -0.645
O -0.08614 -0.65305 -1.92031  -0.194
H 0.19956 -2.31163 -3.14373  0.547
H 1.57292 -1.75056 -2.17115  0.021
H 0.84125 -3.73731 -1.02396  0.374
H -0.87798 -3.35361 -1.24480  0.442
H 0.58084 -3.50161 1.68649  0.137
H -1.04130 -3.71463 1.00700  0.477
H -0.94801 -2.58855 3.28753  0.471
H -1.90483 -1.75428 2.03951  0.393
H -0.37429 -0.54309 4.50724  0.387
H -1.68777 0.01508 3.44026  0.478
H 1.06099 1.29163 3.84254  0.123
H -0.54859 1.97846 4.13732  0.523
H 0.84806 3.56694 2.65809  0.417
H -0.85820 3.63131 2.17529  0.419
H 1.65336 3.30490 0.45449  0.132
H 0.29109 4.40917 0.20205  0.564
H -1.28104 2.37877 -1.89128  0.205
H -1.57671 3.67748 -0.72898  0.527
H -3.24909 1.79970 -0.51546  0.552
H -2.32556 2.06667 0.97306  0.245
H -3.35018 -0.18565 -1.28943  0.573
H -2.37468 -1.47433 -0.56380  0.155
H -1.55036 0.41980 -2.82409  0.250
H -1.78134 -1.32942 -2.92422  0.502
F 6.91065 -2.25840 -0.59674  -0.314
C 5.81576 -2.70815 0.01314  0.696
C 4.72836 -1.86739 0.19207  0.360
C 3.67770 -2.36971 0.92868  -0.674
F 2.61588 -1.55642 1.20225  0.334
C 3.65825 -3.64213 1.45853  -0.434
F 2.62969 -4.06316 2.20238  -0.344
C 4.73915 -4.47709 1.22376  0.601
F 4.73723 -5.70752 1.71623  -0.299
C 5.82353 -4.00974 0.49655  0.005
F 6.86899 -4.80283 0.29415  -0.282
Ge 4.62543 0.06024 -0.35758  0.403
S 2.79430 0.61290 -1.31814  -0.764
C 6.14302 0.69604 -1.42432  -0.145
C 6.77466 1.89653 -1.15084  0.524
F 6.37382 2.62486 -0.09743  -0.314
C 7.80018 2.37469 -1.94402  0.147
F 8.39980 3.52974 -1.66361  -0.286
C 8.19207 1.63932 -3.05317  0.534
F 9.17168 2.08794 -3.82425  -0.283
C 7.54796 0.45315 -3.37580  0.125
F 7.91232 -0.22081 -4.46313  -0.286
C 6.52267 0.00872 -2.56308  0.258
F 5.83936 -1.09513 -2.89748  -0.328
C 4.86545 0.75601 1.51614  -0.824
C 3.85445 1.29935 2.26727  -0.143
F 2.57547 1.25237 1.79095  0.818
C 4.04245 1.88567 3.50276  -0.209
F 3.01117 2.43214 4.16012  -0.328
C 5.31530 1.89545 4.04650  0.543
F 5.52606 2.44163 5.23486  -0.297
C 6.36405 1.31371 3.34464  0.093
F 7.58119 1.30183 3.87506  -0.288
C 6.12248 0.75794 2.10009  1.131
F 7.14215 0.20667 1.42989  -0.371

(4)
Formula: C3H4N2O2
Source: the Open Molecules 2025 dataset
Level of theory: ωB97M-V/def2-TZVPD

Summary:
- SMILES: Oc1c[nH]c(O)n1
- Relative energy (zero: lowest compared OMol25 entry of this formula, charge and spin): 90.65 kcal per mole
- Total energy: -10248.3342 eV

Last column: Mulliken charge in e.
Element x y z (Å)
O 2.20915 0.61380 -0.02624  -0.502
C 0.97394 0.27572 -0.41326  0.796
C 0.39426 -0.97125 -0.21845  -0.783
N -0.75864 -0.91659 -0.98860  -0.178
C -0.97799 0.42854 -1.09907  0.355
O -2.01391 0.73784 -0.25007  -0.484
N 0.13099 1.15617 -0.97888  -0.572
H 2.30812 1.55837 -0.21049  0.365
H 0.81474 -1.86770 0.19205  0.366
H -1.58942 -1.46649 -0.82503  0.248
H -1.52185 0.32950 0.53710  0.388

(5)
Formula: C53H46N4O5STeV
Source: the Open Molecules 2025 dataset
Level of theory: ωB97M-V/def2-TZVPD

Summary:
- Net charge: +2
- Relative energy (zero: lowest compared OMol25 entry of this formula, charge and spin): 87.69 kcal per mole
- Multiplicity: 2
- Total energy: -115707.3560 eV

Last column: Mulliken charge in e.
Element x y z (Å)
V 1.17390 -0.58005 1.14844  0.682
C -0.59103 -1.27795 3.93281  -0.581
C 0.87838 -1.14455 4.19203  0.759
C 1.36860 -1.31460 5.48239  -0.887
C 2.71251 -1.17943 5.74051  -0.981
C 3.57431 -0.90900 4.68545  -0.993
C 3.05430 -0.76738 3.42417  0.539
N 1.71537 -0.83859 3.17931  0.849
C 3.91213 -0.60302 2.22488  0.454
C 5.28945 -0.59053 2.22838  -0.777
C 5.95374 -0.50805 1.01350  -1.527
C 5.23727 -0.40615 -0.16912  -0.670
C 3.86028 -0.39128 -0.10223  0.282
N 3.23012 -0.50158 1.07336  0.990
C 2.93023 -0.05016 -1.22014  0.740
C 3.46826 0.04544 -2.66701  -0.178
C 2.66689 -0.70749 -3.67584  -1.435
C 1.36936 -0.89652 -3.50201  -1.051
C 0.66572 -0.41620 -2.25029  1.829
C -0.67392 -1.13479 -2.05066  -1.022
N 1.62795 -0.77399 -1.05116  0.402
H -1.04469 -1.90147 4.70051  0.646
H -0.81488 -1.71538 2.96370  -0.620
H -1.07371 -0.29713 3.97149  0.189
H 0.67170 -1.55389 6.27409  0.577
H 3.09811 -1.30513 6.74376  0.491
H 4.63683 -0.81986 4.85418  0.508
H 5.84659 -0.65225 3.15097  0.570
H 7.03528 -0.51705 0.98991  0.500
H 5.75107 -0.33133 -1.11521  0.615
H 4.51885 -0.21420 -2.75277  0.379
H 3.16650 -1.06285 -4.56910  0.572
H 0.77142 -1.41314 -4.24217  0.586
H -0.95558 -1.65905 -2.96276  0.673
H -1.47183 -0.43713 -1.80696  0.006
H -0.63865 -1.87881 -1.25731  -0.273
C -4.10377 3.67884 -0.41950  -1.657
C -3.16740 2.56032 -0.04423  0.095
C -3.65491 1.31730 0.36135  -0.997
C -2.82573 0.25258 0.70937  0.447
C -3.37376 -1.09503 1.10046  0.650
O -2.64009 -1.92186 1.61061  -0.491
C -4.81132 -1.42117 0.86315  0.336
C -5.50076 -2.08979 1.87263  -0.295
C -6.83379 -2.42681 1.69710  -0.817
C -7.47309 -2.12773 0.50037  -0.495
C -6.77890 -1.49643 -0.52282  -0.963
C -5.45341 -1.13240 -0.33936  -0.275
C -1.46271 0.50498 0.67453  -0.899
O -0.48089 -0.42012 0.98956  0.852
C -0.93373 1.70694 0.24033  0.684
C -1.78861 2.73625 -0.11669  -0.436
C 0.55980 1.73061 0.14898  -1.199
N 1.28201 1.42503 1.32299  0.583
C 0.78606 2.05461 2.54517  -0.279
C 0.91240 3.57826 2.49840  -1.482
Te 2.79499 4.33453 1.78267  0.173
C 2.11995 4.98047 -0.10316  -0.206
C 2.96801 4.81746 -1.19518  -0.139
C 2.56574 5.22723 -2.46112  -0.457
C 1.31177 5.79302 -2.64752  -0.722
C 0.47854 5.98533 -1.55393  -0.450
C 0.88415 5.59220 -0.28235  -0.434
C 1.15818 1.69087 -1.04738  0.062
C 2.62698 1.49652 -1.18677  -0.657
C 3.21518 1.62855 -2.62433  -0.575
C 2.25747 2.14763 -3.64108  -1.372
C 0.96416 1.89731 -3.50536  -1.181
C 0.44735 1.19110 -2.27467  -0.343
H -5.12872 3.45476 -0.13012  0.398
H -4.08850 3.84778 -1.49796  0.341
H -3.80798 4.61184 0.06022  0.381
H -4.72602 1.17358 0.41942  0.653
H -4.98605 -2.33094 2.79413  0.441
H -7.37303 -2.92672 2.49076  0.449
H -8.51400 -2.39126 0.36263  0.443
H -7.27127 -1.28564 -1.46314  0.462
H -4.91173 -0.65397 -1.14768  0.536
H -1.36767 3.67371 -0.46594  0.592
H 1.36640 1.68246 3.38728  0.666
H -0.26974 1.80479 2.72522  -0.044
H 0.78736 3.99152 3.49678  0.717
H 0.14836 4.00424 1.84915  0.115
H 3.95214 4.38028 -1.06083  0.436
H 3.23809 5.10954 -3.30288  0.472
H 0.99596 6.10533 -3.63485  0.440
H -0.48091 6.47354 -1.68375  0.478
H 0.24450 5.80693 0.56567  0.603
H 3.18316 2.01862 -0.41041  1.154
H 4.14870 2.18574 -2.64427  0.585
H 2.64151 2.67713 -4.50541  0.470
H 0.24309 2.23795 -4.23919  0.605
H -0.62300 1.35286 -2.20621  0.939
C -3.47382 -5.52206 -2.19257  -1.633
C -2.16213 -5.03087 -1.64774  0.881
C -1.00301 -5.08577 -2.43493  -0.880
C 0.20150 -4.60816 -1.96811  -0.869
C 0.23823 -4.08299 -0.67289  -0.212
C -0.88102 -4.04427 0.14940  0.074
C -2.07884 -4.52375 -0.35414  -0.510
S 1.69475 -3.33522 -0.16015  1.889
O 2.82321 -4.17586 -0.28520  -0.750
O 1.96729 -2.18619 -1.27112  -0.408
O 1.48627 -2.63898 1.12779  -0.769
H -3.54753 -5.34443 -3.26457  0.414
H -4.31251 -5.03757 -1.69508  0.352
H -3.57072 -6.59833 -2.03223  0.340
H -1.05336 -5.51479 -3.42870  0.480
H 1.09365 -4.64087 -2.58209  0.532
H -0.83031 -3.63927 1.15145  0.279
H -2.96294 -4.48673 0.27102  0.549

(6)
Formula: C8H12NO2P
Source: the Open Molecules 2025 dataset
Level of theory: ωB97M-V/def2-TZVPD

Summary:
- SMILES: CC(c1ccccc1)=P(N)(O)O
- Relative energy (zero: lowest compared OMol25 entry of this formula, charge and spin): 52.69 kcal per mole
- Total energy: -23363.5416 eV

Last column: Mulliken charge in e.
Element x y z (Å)
C 1.69135 1.27229 -1.18496  -1.581
C 0.76121 0.29808 -0.61788  0.541
C -0.45425 0.51223 0.08838  0.404
C -1.48858 -0.42786 0.27760  -0.319
C -2.57939 -0.10821 1.05668  -0.373
C -2.67224 1.16012 1.70977  -0.718
C -1.66571 2.06330 1.55920  -0.503
C -0.56449 1.79905 0.69752  -0.857
P 1.07913 -1.44562 -0.83912  0.842
N 1.23827 -2.17505 0.63104  -0.503
O 2.52215 -1.59547 -1.47604  -0.599
O 0.39778 -2.67559 -1.77297  -0.586
H 1.22646 2.01376 -1.91064  0.264
H 2.10905 2.04336 -0.48809  0.293
H 2.39893 0.67851 -1.63287  0.570
H -1.42853 -1.34497 -0.29407  0.373
H -3.35577 -0.87059 1.12967  0.355
H -3.36419 1.30666 2.49532  0.376
H -1.72936 3.06355 1.80327  0.389
H 0.04315 2.56763 0.42695  0.396
H 0.67816 -1.49082 1.24962  0.377
H 1.45118 -3.08809 0.62868  0.193
H 3.06641 -1.01885 -0.82894  0.346
H 0.63929 -2.53740 -2.70812  0.321